# 1
Density functional theory data (wB97M-V/def2-TZVPD) for 12 unconnected molecules or ions with the total composition C47H90Br22F4N3O6S in a non-equilibrium geometry.

XYZ file:
```
173
Properties=species:S:1:pos:R:3
C -4.393 1.622 -0.604
C -3.598 1.698 0.774
C -3.327 3.205 1.326
N -3.103 0.719 1.495
C -4.046 -0.126 2.267
C -3.521 -0.125 3.815
C -2.161 0.681 4.052
C -0.838 -0.144 3.587
C 0.203 0.764 2.765
S 1.012 1.960 3.920
O 0.478 1.904 5.326
O 2.497 1.728 3.873
O 0.650 3.503 3.333
C -5.594 0.240 2.225
C -6.041 1.608 2.958
C -6.651 2.696 1.923
O -6.895 3.841 2.394
C -6.481 -0.908 2.991
C -8.016 -0.779 2.593
O -8.870 -0.594 3.787
C -10.063 0.052 3.416
F -10.994 -0.097 4.467
F -10.677 -0.521 2.270
F -9.938 1.434 3.188
N -5.887 -2.276 2.904
C -6.851 -3.396 3.278
C -5.983 -4.550 4.033
C -6.155 -4.285 5.631
O -6.666 -5.817 3.783
C -5.129 -2.546 1.630
C -5.976 -2.435 0.285
C -5.799 -3.739 -0.683
C -7.209 -4.451 -1.010
N -8.124 -3.516 -1.736
C -3.794 -1.663 1.701
C -3.055 -1.703 0.268
C -1.438 -1.738 0.377
C -0.863 -3.065 1.048
F -1.807 -4.145 1.172
H -5.170 2.469 -0.710
H -4.974 0.644 -0.676
H -3.714 1.668 -1.533
H -2.370 3.643 0.848
H -3.256 3.164 2.460
H -4.176 3.923 1.028
H -3.338 -1.189 4.222
H -4.288 0.330 4.545
H -2.046 0.767 5.199
H -2.166 1.756 3.675
H -0.271 -0.480 4.536
H -1.145 -1.101 3.057
H -0.406 1.356 2.004
H 0.940 0.109 2.185
H 0.779 3.493 2.350
H -6.054 0.283 1.165
H -6.873 1.450 3.736
H -5.121 2.083 3.434
H -6.871 2.442 0.820
H -6.410 -0.601 4.104
H -8.454 -1.627 1.978
H -8.179 0.180 1.968
H -5.164 -2.318 3.659
H -7.343 -3.811 2.340
H -7.616 -3.052 4.066
H -4.887 -4.559 3.718
H -6.177 -3.157 5.868
H -7.124 -4.748 6.031
H -5.276 -4.767 6.181
H -6.005 -6.494 4.071
H -4.785 -3.647 1.707
H -7.112 -2.340 0.433
H -5.691 -1.540 -0.383
H -5.142 -4.548 -0.195
H -5.233 -3.432 -1.641
H -7.665 -4.929 -0.073
H -6.945 -5.335 -1.706
H -8.549 -4.073 -2.498
H -8.841 -3.242 -1.051
H -3.080 -2.254 2.394
H -3.322 -2.736 -0.182
H -3.435 -0.940 -0.481
H -1.074 -0.760 0.829
H -1.071 -1.735 -0.719
H -0.399 -2.910 2.088
H -0.001 -3.441 0.382
Br 7.903 2.533 5.875
C 6.189 2.316 4.969
C 5.100 1.935 5.939
Br 5.225 0.054 6.439
H 6.338 1.581 4.178
H 5.980 3.288 4.520
H 4.118 2.040 5.475
H 5.124 2.512 6.863
Br 4.184 -0.432 1.424
C 6.117 -0.668 1.444
C 6.814 0.500 0.793
Br 6.682 0.405 -1.149
H 6.327 -1.621 0.959
H 6.386 -0.735 2.500
H 7.883 0.478 1.008
H 6.408 1.466 1.092
Br 2.356 -2.212 -2.469
C 4.226 -1.895 -2.923
C 4.966 -3.193 -3.133
Br 5.383 -4.054 -1.434
H 4.647 -1.282 -2.126
H 4.200 -1.315 -3.847
H 5.932 -3.013 -3.605
H 4.407 -3.917 -3.727
Br 4.511 5.428 1.074
C 6.380 5.760 0.628
C 7.131 4.468 0.425
Br 7.547 3.616 2.129
H 6.793 6.378 1.426
H 6.354 6.338 -0.296
H 8.099 4.656 -0.042
H 6.581 3.738 -0.169
Br 6.630 -2.165 -6.105
C 8.169 -2.990 -5.234
C 9.398 -2.901 -6.101
Br 9.341 -4.206 -7.547
H 7.885 -4.015 -4.990
H 8.308 -2.426 -4.307
H 10.292 -3.150 -5.528
H 9.529 -1.922 -6.563
Br -8.114 1.040 -1.167
C -9.880 0.795 -1.950
C -10.910 0.474 -0.896
Br -10.759 -1.377 -0.312
H -9.784 0.019 -2.709
H -10.110 1.745 -2.436
H -11.917 0.564 -1.306
H -10.829 1.097 -0.005
Br 7.957 8.098 -1.584
C 6.760 7.638 -3.054
C 7.081 8.438 -4.292
Br 6.418 10.265 -4.145
H 5.742 7.790 -2.694
H 6.924 6.574 -3.231
H 6.571 8.020 -5.161
H 8.149 8.503 -4.498
Br 4.691 1.486 -5.577
C 4.261 1.672 -7.470
C 5.178 0.835 -8.326
Br 6.932 1.663 -8.505
H 4.306 2.736 -7.703
H 3.230 1.328 -7.562
H 4.794 0.761 -9.344
H 5.340 -0.168 -7.931
Br -5.855 0.066 7.848
C -4.329 -0.731 8.764
C -3.076 -0.624 7.933
Br -3.074 -1.936 6.491
H -4.602 -1.759 9.001
H -4.225 -0.165 9.690
H -2.195 -0.857 8.531
H -2.947 0.355 7.472
Br 6.173 -0.514 -11.601
C 8.035 -0.185 -12.072
C 8.772 -1.478 -12.311
Br 9.202 -2.355 -10.626
H 8.465 0.413 -11.268
H 7.997 0.413 -12.983
H 9.734 -1.290 -12.790
H 8.209 -2.193 -12.910
Br 12.962 0.795 -3.570
C 11.247 0.584 -4.470
C 10.159 0.211 -3.495
Br 10.276 -1.667 -2.987
H 11.391 -0.154 -5.259
H 11.042 1.556 -4.922
H 9.175 0.320 -3.956
H 10.189 0.792 -2.573
```

Results
* LUMO: -2.67 eV
* charge: +1
* total energy: -59886.01471 a.u.
* HOMO-LUMO gap: 8.074 eV

Results of the Mulliken charge analysis, in e, for atoms 1 through 2: -0.65, 0.16

# 2
Density functional theory data (wB97M-V/def2-TZVPD) for 5 unconnected molecules or ions with the total composition C47H92N4O6PS in a non-equilibrium geometry.

XYZ file:
```
151
Properties=species:S:1:pos:R:3
C -0.035 0.638 7.433
C -0.297 1.613 6.168
C -1.696 2.127 5.756
C -1.785 3.087 4.555
C -0.549 3.578 3.715
C -0.869 4.609 2.543
C -0.928 6.080 3.203
C 0.080 4.490 1.259
C 0.846 3.053 4.121
O 2.006 3.459 3.418
C 2.967 4.150 4.277
P 2.660 6.034 4.454
O 4.197 6.339 3.625
S 2.467 8.169 4.766
C 0.917 2.078 5.342
H 1.027 0.879 7.789
H -0.160 -0.462 7.166
H -0.742 0.999 8.260
H -2.593 1.778 6.360
H -2.828 3.486 4.285
H -1.940 4.370 2.177
H -0.336 6.875 2.639
H -0.640 6.060 4.321
H -2.038 6.412 3.197
H 0.564 3.441 1.238
H -0.479 4.633 0.256
H 0.941 5.248 1.235
H 3.996 4.029 3.763
H 3.089 3.697 5.321
H 3.384 5.972 5.721
H 1.437 5.814 5.227
H 1.921 6.070 3.199
H 4.116 6.043 2.684
H 1.768 8.786 3.738
H 1.946 1.679 5.659
C 0.187 -0.914 0.812
C 1.675 -0.490 0.692
C 1.789 0.761 -0.209
C 1.596 0.460 -1.693
C 2.516 -0.667 -2.146
C 2.398 -1.935 -1.274
N 2.487 -1.639 0.188
O 3.791 -1.382 0.475
C 1.065 -2.657 -1.587
C 3.473 -2.952 -1.737
C 2.059 -0.077 2.136
H 0.095 -1.977 1.053
H -0.325 -0.372 1.612
H -0.391 -0.711 -0.091
H 2.775 1.223 -0.079
H 1.058 1.514 0.101
H 0.552 0.206 -1.900
H 1.808 1.361 -2.278
H 2.298 -0.910 -3.192
H 3.550 -0.300 -2.130
H 0.913 -3.511 -0.921
H 1.064 -3.043 -2.612
H 0.192 -2.013 -1.524
H 4.487 -2.548 -1.682
H 3.312 -3.237 -2.781
H 3.435 -3.866 -1.136
H 1.989 -0.928 2.821
H 1.387 0.702 2.508
H 3.068 0.338 2.205
C -2.906 -7.605 -2.379
C -1.867 -6.665 -1.713
C -0.562 -7.446 -1.434
C -0.672 -8.410 -0.257
C -1.199 -7.700 0.984
C -2.516 -6.936 0.734
N -2.453 -6.060 -0.475
O -1.704 -4.966 -0.146
C -3.683 -7.945 0.597
C -2.877 -6.144 2.017
C -1.569 -5.610 -2.810
H -3.928 -7.255 -2.205
H -2.778 -7.648 -3.465
H -2.830 -8.639 -2.039
H 0.253 -6.742 -1.226
H -0.261 -8.004 -2.326
H -1.315 -9.258 -0.513
H 0.314 -8.836 -0.041
H -1.339 -8.435 1.785
H -0.429 -7.006 1.343
H -4.613 -7.435 0.331
H -3.858 -8.465 1.545
H -3.501 -8.731 -0.132
H -2.089 -5.450 2.321
H -3.030 -6.823 2.861
H -3.801 -5.574 1.881
H -2.465 -5.030 -3.053
H -1.229 -6.091 -3.732
H -0.777 -4.916 -2.523
C -8.035 -8.976 -6.934
C -6.621 -8.339 -6.959
C -6.008 -8.487 -8.371
C -5.542 -9.906 -8.685
C -4.619 -10.431 -7.593
C -5.224 -10.317 -6.178
N -5.773 -8.956 -5.895
O -4.719 -8.126 -5.674
C -6.332 -11.382 -6.000
C -4.148 -10.744 -5.146
C -6.888 -6.832 -6.707
H -8.318 -9.278 -5.922
H -8.802 -8.271 -7.270
H -8.129 -9.839 -7.594
H -5.148 -7.814 -8.473
H -6.732 -8.172 -9.129
H -6.401 -10.573 -8.811
H -5.014 -9.912 -9.643
H -4.366 -11.475 -7.809
H -3.674 -9.876 -7.639
H -6.839 -11.265 -5.038
H -5.907 -12.391 -6.021
H -7.084 -11.372 -6.786
H -3.235 -10.148 -5.217
H -3.849 -11.784 -5.307
H -4.531 -10.666 -4.124
H -7.331 -6.671 -5.720
H -7.585 -6.434 -7.451
H -5.984 -6.223 -6.784
C 5.623 13.732 4.483
C 5.976 13.714 2.973
C 4.754 14.179 2.147
C 3.648 13.131 2.058
C 4.200 11.795 1.577
C 5.404 11.300 2.406
N 6.451 12.353 2.583
O 7.120 12.473 1.405
C 4.913 10.802 3.786
C 5.964 10.016 1.742
C 7.084 14.792 2.839
H 6.252 13.038 5.047
H 5.783 14.721 4.925
H 4.578 13.493 4.682
H 5.071 14.431 1.127
H 4.342 15.100 2.573
H 3.152 13.012 3.026
H 2.874 13.477 1.365
H 3.399 11.048 1.599
H 4.489 11.896 0.524
H 5.755 10.529 4.428
H 4.287 9.911 3.676
H 4.295 11.521 4.320
H 6.260 10.173 0.701
H 5.209 9.225 1.731
H 6.831 9.636 2.292
H 7.973 14.515 3.413
H 6.733 15.757 3.218
H 7.383 14.966 1.802
```

Results
* 2S+1: 5
* LUMO (spin up / spin down): 1.43 / 0.53 eV
* charge: -1
* ΔE to the lowest compared entry with this formula, charge and spin: 87.9 kcal per mole
* total energy: -3255.55485 a.u.
* HOMO-LUMO gap (spin up / spin down): 5.733 / 4.831 eV

Results of the Mulliken charge analysis, in e, for atoms 1 through 2: -1.06, 0.47